[1]
Molecular formula: C3H9FNa3O4P
Method: DFT, ωB97M-V/def2-TZVPD

Atoms and positions in Å:
Na -10.264 -3.279 -2.740
Na -14.041 -2.176 1.203
Na -8.411 -4.812 1.971
F -10.651 -2.356 0.631
C -11.018 -0.814 5.757
O -10.201 -0.907 6.940
P -8.986 -1.949 7.019
O -8.500 -2.478 5.714
O -7.819 -1.094 7.750
C -6.948 -0.272 6.998
O -9.342 -3.028 8.195
C -10.055 -4.195 7.762
H -10.390 -0.660 4.879
H -11.738 0.004 5.728
H -11.469 -1.772 5.501
H -6.976 0.727 7.433
H -7.169 -0.192 5.933
H -5.958 -0.685 7.197
H -9.483 -5.122 7.809
H -10.572 -4.064 6.812
H -10.907 -4.155 8.441

* gap between HOMO and LUMO: 6.9 eV
* energy relative to the best compared isomer or geometry (same formula, charge and spin): 0.000 eV
* total charge: +2
* strongest force on any atom: 2.8 eV/A
* electronic energy: -1348.350216 Eh
* multiplicity: 1

[2]
Molecular formula: C3H2BrNOS
Method: DFT, ωB97M-V/def2-TZVPD

Atoms and positions in Å:
C 0.004 -1.637 0.030
C -0.177 0.595 0.012
C -2.167 -0.187 0.346
N 0.507 -0.435 0.141
O -0.002 1.783 0.449
S -1.788 -1.762 0.160
Br -3.827 0.500 -0.081
H 0.526 -2.454 0.328
H -0.465 2.596 0.279

* gap between HOMO and LUMO (alpha / beta): 7.4 / 7.4 eV
* energy relative to the best compared isomer or geometry (same formula, charge and spin): 4.119 eV
* strongest force on any atom: 5.0 eV/A
* electronic energy: -3217.539657 Eh
* multiplicity: 1

[3]
Molecular formula: C6H9ClO
Method: DFT, ωB97M-V/def2-TZVPD

Atoms and positions in Å:
C 2.989 -0.449 -0.070
C 0.756 0.234 -0.271
C -0.551 0.111 -0.050
C -1.170 1.621 0.005
C -1.224 -1.146 0.068
C -2.447 -1.503 0.069
H 3.384 0.256 -0.690
H 3.712 -1.267 -0.054
H 2.896 -0.022 0.998
H 1.090 1.389 0.099
H -1.439 1.771 1.178
H -2.176 1.957 -0.625
H -0.241 2.287 -0.325
H -0.534 -1.850 0.331
H -2.960 -2.402 -0.021
O 1.672 -0.797 -0.397
Cl -3.756 -0.189 -0.243

* SMILES: CO/C=C(C)\C=C/Cl
* gap between HOMO and LUMO: 9.2 eV
* energy relative to the best compared isomer or geometry (same formula, charge and spin): 4.008 eV
* strongest force on any atom: 5.1 eV/A
* electronic energy: -769.297198 Eh
* multiplicity: 1

[4]
Molecular formula: C4H8N2S
Method: DFT, ωB97M-V/def2-TZVPD

Atoms and positions in Å:
C -1.765 0.649 0.645
C -0.943 0.085 -0.480
C 0.564 0.540 -0.581
C 1.610 -0.453 0.019
H -1.669 -0.360 1.615
H -3.150 0.721 0.229
H -1.462 1.792 1.135
H -1.590 0.394 -1.415
H 0.797 1.602 -0.644
H 0.727 0.207 -1.660
H 3.020 0.804 0.056
H 1.208 -2.390 0.919
N 2.862 -0.228 0.141
N 0.682 -1.697 0.333
S -0.891 -1.668 -0.311

* gap between HOMO and LUMO: 8.6 eV
* energy relative to the best compared isomer or geometry (same formula, charge and spin): 5.567 eV
* strongest force on any atom: 5.9 eV/A
* electronic energy: -664.728173 Eh
* multiplicity: 1

[5]
Molecular formula: C33H53N2OP2SZn
Method: DFT, ωB97M-V/def2-TZVPD

Atoms and positions in Å:
C -1.415 -1.583 -2.366
C 0.621 -2.538 -1.593
C -1.581 -2.600 -3.301
C 0.395 -3.666 -2.428
C -0.685 -3.675 -3.292
H -2.416 -2.540 -3.990
H 1.132 -4.464 -2.408
H -0.844 -4.507 -3.975
N -0.349 -1.554 -1.547
P -2.540 0.016 -0.447
P 2.363 -0.812 -0.204
C -2.437 -0.446 -2.234
H -2.099 0.420 -2.825
H -3.424 -0.725 -2.629
C 0.651 1.756 1.366
O 0.773 2.670 2.044
C 1.824 -2.346 -0.870
H 2.518 -3.188 -0.844
C 3.523 -0.089 -1.571
C 3.445 -1.287 1.309
C -3.349 1.719 -0.350
C -3.689 -1.369 0.198
C 3.624 1.419 -1.311
H 4.149 1.642 -0.373
H 4.193 1.879 -2.132
H 2.639 1.898 -1.273
C 4.913 -0.728 -1.586
H 5.504 -0.529 -0.687
H 4.858 -1.810 -1.761
H 5.473 -0.297 -2.430
C 2.918 -0.368 -2.952
H 3.515 0.165 -3.712
H 2.947 -1.441 -3.191
H 1.886 -0.021 -3.042
C 4.206 -0.025 1.742
H 3.531 0.834 1.863
H 4.680 -0.217 2.715
H 5.002 0.256 1.042
C 2.518 -1.730 2.443
H 1.820 -0.936 2.736
H 1.926 -2.612 2.171
H 3.119 -1.987 3.328
C 4.411 -2.449 1.044
H 5.165 -2.237 0.282
H 4.957 -2.649 1.979
H 3.885 -3.368 0.764
C -4.156 -1.005 1.614
H -4.679 -1.875 2.040
H -3.311 -0.771 2.277
H -4.869 -0.170 1.617
C -2.894 -2.685 0.233
H -2.669 -3.049 -0.776
H -1.958 -2.587 0.794
H -3.508 -3.449 0.735
C -4.917 -1.618 -0.688
H -5.529 -2.383 -0.184
H -5.546 -0.732 -0.819
H -4.647 -2.013 -1.675
C -2.616 2.704 -1.276
H -2.639 2.393 -2.329
H -3.114 3.685 -1.205
H -1.569 2.841 -0.980
C -3.193 2.216 1.098
H -2.135 2.328 1.378
H -3.673 3.202 1.176
H -3.667 1.550 1.829
C -4.823 1.650 -0.759
H -4.958 1.196 -1.750
H -5.443 1.121 -0.025
H -5.214 2.678 -0.819
Zn -0.020 0.012 -0.220
N 0.236 1.330 -1.656
C 0.412 1.770 -2.734
C 0.560 2.534 -3.910
C 0.372 3.929 -3.842
C 0.889 1.907 -5.132
C 0.516 4.694 -4.999
H 0.124 4.385 -2.881
C 1.042 2.694 -6.276
H 1.013 0.824 -5.157
C 0.855 4.078 -6.206
H 0.357 5.771 -4.945
H 1.301 2.216 -7.218
H 0.969 4.681 -7.113
C -0.828 -2.639 3.406
S -0.731 -1.063 2.520
C -0.974 0.081 3.889
H -0.198 -2.600 4.303
H -1.876 -2.807 3.685
H -0.484 -3.441 2.741
H -1.446 -0.494 4.697
H -0.002 0.470 4.214
H -1.622 0.909 3.572

* gap between HOMO and LUMO: 5.6 eV
* total charge: +1
* strongest force on any atom: 4.5 eV/A
* electronic energy: -4334.020078 Eh
* multiplicity: 1

[6]
Molecular formula: CH39O19
Method: DFT, ωB97M-V/def2-TZVPD

Atoms and positions in Å:
C -27.046 8.298 3.099
O -27.565 8.313 4.441
H -27.303 7.300 2.768
H -26.007 8.628 3.033
H -27.626 9.116 2.748
O -25.105 8.683 5.447
H -25.215 8.451 6.381
H -25.821 8.323 4.951
O -25.487 5.704 3.288
H -26.241 5.742 3.832
H -25.676 6.002 2.436
O -27.049 11.013 4.099
H -27.122 10.045 4.007
H -26.371 11.256 4.759
O -30.630 7.442 4.765
H -29.706 7.725 4.797
H -30.620 6.494 4.786
O -29.678 11.036 5.209
H -28.929 10.577 5.641
H -30.423 10.501 5.292
O -26.232 11.326 1.404
H -26.319 10.841 2.239
H -26.828 10.855 0.773
O -24.075 9.587 1.412
H -24.678 10.290 1.180
H -23.234 10.021 1.357
O -24.253 11.238 3.862
H -23.717 11.481 4.645
H -24.549 10.406 4.119
O -27.854 9.612 6.630
H -27.486 10.503 6.564
H -27.518 9.186 5.829
O -30.163 9.692 2.802
H -29.478 9.229 3.228
H -29.860 10.427 2.289
O -27.066 6.330 0.306
H -27.320 5.359 0.214
H -27.201 6.492 1.226
O -27.556 5.767 5.043
H -27.111 5.818 5.907
H -27.676 6.680 4.740
O -27.701 9.603 -0.018
H -26.952 9.221 -0.557
H -28.159 8.805 0.319
O -29.518 7.021 0.280
H -28.610 6.712 0.234
H -29.681 7.273 -0.586
O -23.104 7.972 3.727
H -23.584 7.424 3.021
H -23.709 8.204 4.467
O -28.941 12.130 1.836
H -28.137 11.615 1.996
H -29.153 12.521 2.710
O -28.997 5.220 2.516
H -28.969 5.003 3.458
H -29.908 5.640 2.301
O -23.999 6.827 1.457
H -23.599 6.425 0.701
H -24.078 7.775 1.227

* gap between HOMO and LUMO: 8.8 eV
* energy relative to the best compared isomer or geometry (same formula, charge and spin): 0.557 eV
* total charge: -1
* strongest force on any atom: 3.3 eV/A
* electronic energy: -1491.075265 Eh
* multiplicity: 1

[7]
Molecular formula: C35H56N3O3RuSi4
Method: DFT, ωB97M-V/def2-TZVPD

Atoms and positions in Å:
Ru -0.410 -0.642 -0.892
C -0.561 -3.860 3.007
C 0.820 -3.445 2.518
C 1.912 -4.222 3.257
O 0.923 -3.606 1.110
C 1.064 -1.954 2.793
O 0.927 -1.491 3.889
O 1.563 -1.247 1.770
H -0.637 -4.948 3.067
H -1.312 -3.490 2.313
H -0.756 -3.434 3.988
H 1.732 -5.295 3.186
H 1.896 -3.933 4.307
H 2.896 -3.992 2.847
H 0.620 -4.483 0.849
C -0.708 5.012 0.686
C -2.178 5.241 0.452
C -2.651 6.518 0.159
C -4.003 6.777 0.013
C -4.924 5.750 0.162
C -4.478 4.468 0.427
C -3.117 4.207 0.562
N -2.710 2.881 0.872
C -1.913 2.084 0.101
N -1.599 2.625 -1.096
C -0.762 2.172 -2.129
C 0.072 1.068 -1.970
C 0.877 0.692 -3.054
C 0.859 1.396 -4.248
C 0.027 2.498 -4.371
C -0.781 2.914 -3.322
C -1.662 4.127 -3.465
N -1.550 0.888 0.493
C -1.885 0.532 1.830
C -1.301 1.209 2.902
C -1.657 0.908 4.203
C -2.608 -0.068 4.448
C -3.196 -0.741 3.389
C -2.846 -0.463 2.073
C -3.489 -1.181 0.918
H -0.251 5.920 1.076
H -0.181 4.743 -0.233
H -0.549 4.209 1.406
H -1.938 7.329 0.066
H -4.339 7.784 -0.198
H -5.984 5.944 0.072
H -5.186 3.656 0.540
H -3.192 2.420 1.628
H -2.082 3.489 -1.289
H 1.560 -0.146 -2.941
H 1.490 1.099 -5.076
H 0.003 3.053 -5.301
H -1.533 4.573 -4.449
H -1.420 4.892 -2.720
H -2.719 3.869 -3.355
H -0.560 1.973 2.701
H -1.198 1.439 5.026
H -2.898 -0.306 5.463
H -3.942 -1.502 3.590
H -4.150 -1.978 1.256
H -2.717 -1.620 0.271
H -4.072 -0.493 0.301
C 1.941 2.056 0.550
Si 3.253 0.748 0.209
C 4.127 0.992 -1.440
C 4.450 0.454 1.625
Si 1.599 -1.398 0.076
Si 3.361 -3.051 -0.314
C 4.537 -3.087 1.178
C 2.738 -4.816 -0.624
C 4.348 -2.592 -1.864
Si -0.899 -2.682 -1.989
C 0.411 -3.133 -3.298
C -1.538 -4.377 -1.409
C -2.289 -1.652 -2.859
H 2.284 2.777 1.297
H 1.028 1.591 0.924
H 1.693 2.592 -0.366
H 4.479 2.025 -1.507
H 3.467 0.818 -2.290
H 4.993 0.341 -1.549
H 4.878 1.407 1.947
H 5.268 -0.198 1.318
H 3.951 0.006 2.485
H 4.180 -2.469 2.005
H 5.527 -2.727 0.894
H 4.654 -4.107 1.547
H 1.882 -4.843 -1.303
H 2.451 -5.323 0.297
H 3.546 -5.392 -1.080
H 5.031 -1.756 -1.707
H 3.706 -2.343 -2.712
H 4.953 -3.453 -2.158
H 1.229 -3.704 -2.854
H 0.842 -2.253 -3.778
H -0.046 -3.750 -4.075
H -0.685 -5.047 -1.271
H -2.178 -4.816 -2.177
H -2.104 -4.344 -0.476
H -2.061 -1.556 -3.921
H -2.379 -0.629 -2.462
H -3.264 -2.128 -2.750

* gap between HOMO and LUMO (alpha / beta): 6.9 / 5.4 eV
* expectation value of S²: 6.0228
* energy relative to the best compared isomer or geometry (same formula, charge and spin): 1.727 eV
* total charge: +1
* strongest force on any atom: 1.8 eV/A
* electronic energy: -3009.962718 Eh
* multiplicity: 5

[8]
Molecular formula: C3H9BrN
Method: DFT, ωB97M-V/def2-TZVPD

Atoms and positions in Å:
C -0.942 -1.097 -0.502
C 0.425 -0.134 1.431
C 0.516 1.280 -1.054
N 0.233 -0.355 -0.021
Br -0.752 2.459 -0.336
H -1.712 -0.394 -0.258
H -0.915 -1.188 -1.503
H -1.029 -2.104 0.143
H -0.366 0.677 1.686
H 0.350 -0.933 2.059
H 1.388 0.123 1.598
H 1.439 1.542 -0.750
H 0.400 1.015 -2.048
H 0.964 -0.892 -0.443

* gap between HOMO and LUMO: 10.9 eV
* energy relative to the best compared isomer or geometry (same formula, charge and spin): 2.749 eV
* total charge: +1
* strongest force on any atom: 5.7 eV/A
* electronic energy: -2748.123928 Eh
* multiplicity: 1

[9]
Molecular formula: C7H8F12N2NaO11S5
Method: DFT, ωB97M-V/def2-TZVPD

Atoms and positions in Å:
Na -0.519 0.798 -0.676
C 1.586 3.449 -2.925
F 2.352 3.912 -3.933
F 1.734 4.233 -1.868
F 0.316 3.449 -3.304
S 2.116 1.698 -2.593
O 1.248 0.882 -3.393
O 3.503 1.639 -2.883
N 1.679 1.412 -1.046
S 2.953 1.654 -0.081
O 3.776 0.490 0.055
O 3.583 2.927 -0.244
C 2.139 1.750 1.576
F 2.924 2.430 2.404
F 0.943 2.370 1.500
F 1.921 0.531 2.091
C -2.456 -0.218 1.670
F -2.987 -0.344 2.881
F -1.401 0.632 1.757
F -1.982 -1.398 1.254
S -3.743 0.446 0.533
O -4.590 -0.669 0.264
O -4.275 1.545 1.254
N -2.831 0.859 -0.766
S -3.783 1.659 -1.807
O -5.130 1.209 -1.893
O -3.539 3.067 -1.734
C -2.974 1.150 -3.374
F -2.804 -0.181 -3.426
F -3.737 1.501 -4.388
F -1.784 1.740 -3.505
O -0.926 -4.799 2.508
S 0.307 -4.134 2.598
O 1.505 -4.893 2.806
O 0.449 -3.314 1.282
C 1.696 -2.614 1.071
C 1.899 -2.387 -0.409
C 0.198 -2.848 3.790
H 2.535 -3.124 1.547
H 1.658 -1.660 1.611
H 1.308 -1.558 -0.784
H 1.646 -3.311 -0.927
H 2.955 -2.164 -0.557
H 1.140 -2.307 3.784
H 0.053 -3.266 4.782
H -0.656 -2.244 3.497

* gap between HOMO and LUMO: 9.9 eV
* energy relative to the best compared isomer or geometry (same formula, charge and spin): 0.000 eV
* total charge: -1
* strongest force on any atom: 1.8 eV/A
* electronic energy: -4560.446937 Eh
* multiplicity: 1

[10]
Molecular formula: C20H23F3N4O2S
Method: DFT, ωB97M-V/def2-TZVPD

Atoms and positions in Å:
C 2.257 4.310 1.818
C 1.631 2.941 1.759
H 0.937 2.771 2.582
C 0.917 2.652 0.547
O -0.122 3.041 0.434
N 1.655 2.209 -0.356
H 2.569 1.984 -0.098
C 1.073 1.603 -1.699
C 0.881 0.062 -1.588
N -0.175 -0.410 -2.509
C -1.573 -0.317 -2.180
C -2.316 -1.144 -3.093
O -2.029 -0.695 -4.540
C -0.844 -1.236 -4.700
C 0.245 -0.268 -3.964
H 1.152 -0.518 -3.919
H -0.022 0.954 -4.174
H -0.645 -0.948 -5.688
H -0.632 -2.302 -4.581
H -3.561 -0.791 -2.872
H -2.184 -2.080 -2.819
H -1.827 -0.378 -0.980
H -1.836 0.832 -2.435
H 1.658 -0.424 -1.559
H 0.571 -0.335 -0.729
H -0.051 2.130 -1.735
H 1.606 2.104 -2.500
S 3.026 1.515 2.082
C 2.141 0.221 2.263
N 0.773 0.300 2.098
C 0.159 -1.012 1.995
C 0.963 -2.124 1.982
C 2.182 -2.084 2.106
N 2.956 -0.799 2.169
C 3.119 -3.242 2.134
F 3.931 -3.465 3.024
F 3.797 -3.486 0.780
F 2.169 -4.398 2.497
H 0.332 -3.117 2.003
C -1.320 -0.961 2.130
C -2.244 -1.801 2.418
C -3.563 -1.898 2.540
C -4.022 -0.640 1.921
C -3.249 0.554 1.537
C -1.813 0.261 1.578
H -1.399 1.297 1.171
H -3.819 1.465 1.110
H -5.235 -0.431 1.706
H -4.045 -2.770 2.472
H -1.608 -2.904 2.855
H 3.051 4.304 0.906
H 2.893 4.474 2.658
H 1.491 4.993 1.444

* gap between HOMO and LUMO: 6.9 eV
* energy relative to the best compared isomer or geometry (same formula, charge and spin): 0.000 eV
* strongest force on any atom: 13.4 eV/A
* electronic energy: -1842.661816 Eh
* multiplicity: 1

[11]
Molecular formula: C3H5N3O
Method: DFT, ωB97M-V/def2-TZVPD

Atoms and positions in Å:
C -0.321 -0.126 -1.053
C -0.373 -1.407 -0.367
N -0.056 -0.189 0.402
C 1.320 0.280 0.253
N -1.338 0.445 1.120
N -1.489 1.613 0.995
O 1.667 1.392 0.566
H 0.240 0.351 -1.850
H -0.729 2.128 0.476
H 0.431 -2.140 -0.417
H -1.343 -1.803 -0.087
H 1.991 -0.545 -0.037

* gap between HOMO and LUMO: 8.2 eV
* energy relative to the best compared isomer or geometry (same formula, charge and spin): 7.511 eV
* strongest force on any atom: 2.0 eV/A
* electronic energy: -356.581365 Eh
* multiplicity: 1